Record 1
{
  "formula": "C3H4FO2Si",
  "method": "ωB97M-V with the def2-TZVPD basis set",
  "homo_lumo_gap_ev": 6.752,
  "charge": -1,
  "max_force_ev_per_a": 4.29,
  "relative_energy_kj_mol": 423.6,
  "spin_multiplicity": 1,
  "elements": ["C", "C", "C", "O", "O", "F", "Si", "H", "H", "H", "H"],
  "positions_angstrom": [[3.410714, 0.127634, 0.344189], [-1.913515, 0.065151, -0.806949], [-1.407264, 0.065436, 0.567318], [2.942879, 0.699122, 1.241140], [4.184578, -0.146576, -0.434791], [-2.493244, -0.199571, 1.403892], [-0.626673, -1.454328, -0.344946], [-2.879436, -0.340540, -0.976837], [-1.760505, 0.864725, -1.497263], [-0.814085, 0.965759, 0.994316], [1.356553, -0.646812, -0.490067]],
  "atomic_forces_ev_per_a": [[-1.24, 2.41, 2.46], [1.79, -0.22, -0.92], [0.84, 1.20, 0.57], [-1.06, -0.35, 0.71], [2.08, -2.03, -3.15], [-0.52, -0.18, 1.37], [1.01, 1.10, -0.07], [-0.81, -0.60, 0.27], [0.44, 0.66, -0.23], [-0.96, -1.51, -0.99], [-1.58, -0.47, -0.02]]
}

Record 2
{
  "formula": "Cl2H2N2S2",
  "method": "ωB97M-V with the def2-TZVPD basis set",
  "homo_lumo_gap_ev": [7.777, 7.680],
  "max_force_ev_per_a": 1.46,
  "relative_energy_kj_mol": 268.7,
  "spin_multiplicity": 1,
  "elements": ["N", "N", "S", "S", "Cl", "Cl", "H", "H"],
  "positions_angstrom": [[0.312441, 1.294173, -0.328250], [0.968027, -0.689428, 0.707168], [-0.634200, 0.610284, -1.444800], [0.007610, -1.715318, -0.071343], [-0.436140, 2.155150, 0.926894], [2.579715, -0.595376, 0.183018], [-1.863234, 0.554921, -0.862036], [-0.934218, -1.614407, 0.889351]],
  "atomic_forces_ev_per_a": [[0.33, -0.20, -0.16], [0.27, 1.08, 0.95], [-0.46, 0.80, -0.29], [0.05, -0.99, 0.08], [-0.21, -0.19, 0.00], [-0.06, -0.40, -0.36], [0.14, 0.03, -0.02], [-0.05, -0.13, -0.21]]
}

Record 3
{
  "formula": "C4H25NO9",
  "method": "ωB97M-V with the def2-TZVPD basis set",
  "smiles": "C[C@@H](O)[C@@H](N)CO.O.O.O.O.O.O.O",
  "homo_lumo_gap_ev": 9.528,
  "max_force_ev_per_a": 4.68,
  "relative_energy_kj_mol": 260.5,
  "spin_multiplicity": 1,
  "elements": ["C", "C", "O", "C", "N", "C", "O", "H", "H", "H", "H", "H", "H", "H", "H", "H", "H", "H", "O", "H", "H", "O", "H", "H", "O", "H", "H", "O", "H", "H", "O", "H", "H", "O", "H", "H", "O", "H", "H"],
  "positions_angstrom": [[-2.479147, -0.428193, -1.317369], [-1.118143, -0.386356, -0.538921], [-0.719714, 0.979129, -0.248810], [-1.060595, -1.279650, 0.751531], [0.336899, -1.337079, 1.196033], [-2.120949, -0.669577, 1.778685], [-1.478388, -0.550546, 3.061212], [-2.536291, -1.025320, -2.285020], [-3.387906, -0.936013, -0.913375], [-2.736436, 0.681804, -1.430733], [-0.331127, -0.758303, -1.121994], [0.378428, 1.150119, -0.222754], [-1.450579, -2.237356, 0.434406], [0.372693, -1.850761, 2.064161], [0.587399, -0.402825, 1.448191], [-2.999732, -1.249569, 1.704837], [-2.461804, 0.385081, 1.537005], [-1.102614, 0.432954, 3.105677], [2.781264, -0.920023, -0.572576], [3.632852, -1.311348, -0.482242], [2.272966, -0.760941, 0.286340], [1.922863, 1.519650, 1.815566], [2.837601, 1.255242, 1.635383], [2.001384, 2.411890, 1.489060], [0.357265, -1.741099, -2.853468], [0.883791, -1.855505, -3.639549], [0.682931, -2.159723, -2.082827], [1.060813, -3.148742, -0.703762], [0.889207, -2.333196, -0.199825], [2.015806, -3.029067, -0.875210], [-2.364862, 3.136846, 1.206306], [-2.727529, 3.158499, 2.080078], [-1.861810, 2.254840, 1.154680], [1.004816, 3.448516, -0.034132], [0.081192, 3.750236, -0.161018], [1.254678, 3.028591, -0.862061], [2.204077, 1.216320, -2.151458], [3.114887, 1.212703, -2.418129], [2.263812, 0.348774, -1.633920]],
  "atomic_forces_ev_per_a": [[-0.81, 0.80, -0.54], [-0.14, -0.63, 0.87], [3.13, 0.69, 0.51], [-1.72, 2.20, -0.85], [-0.89, -0.22, -0.08], [2.39, 2.14, -0.51], [0.36, 2.68, 0.35], [1.22, 1.34, 0.72], [0.88, 0.58, 1.09], [0.08, -1.66, -0.39], [0.58, -0.53, -1.31], [-4.56, -1.02, -0.16], [0.41, -0.55, 0.10], [0.10, -0.21, 0.20], [0.19, 0.90, 0.34], [-0.90, -0.96, 0.94], [0.47, -1.29, -0.43], [-1.23, -3.37, -0.10], [-1.92, 0.90, 0.84], [0.89, -0.30, 0.77], [1.30, -0.79, -1.34], [0.99, -0.78, -0.05], [-0.15, -0.49, 0.35], [-0.95, 1.03, -0.38], [-1.55, 1.65, -1.81], [0.44, -0.31, 0.17], [1.02, -1.49, 0.85], [1.05, -0.22, -0.37], [-0.23, -0.13, 0.71], [-0.68, -0.40, 0.05], [1.43, -1.89, -0.81], [-0.35, 0.08, 0.81], [-0.90, 1.84, -0.25], [-0.65, 0.37, 0.03], [0.68, -0.32, 0.19], [0.11, -0.10, -0.36], [-0.28, -1.52, 1.22], [0.78, 0.66, -0.59], [-0.60, 1.30, -0.78]]
}

Record 4
{
  "formula": "C4H12N2S",
  "method": "ωB97M-V with the def2-TZVPD basis set",
  "smiles": "NCCNCCS",
  "homo_lumo_gap_ev": 9.176,
  "max_force_ev_per_a": 2.06,
  "relative_energy_kj_mol": 70.2,
  "spin_multiplicity": 1,
  "elements": ["N", "C", "C", "N", "C", "C", "S", "H", "H", "H", "H", "H", "H", "H", "H", "H", "H", "H", "H"],
  "positions_angstrom": [[0.994239, -2.463004, -0.348852], [1.199728, -1.028925, -0.658208], [-0.068776, -0.418982, -1.198275], [-1.126668, -0.369521, -0.194045], [-1.031491, 0.437076, 0.989115], [-0.716343, 1.909508, 0.913244], [0.995014, 2.358896, 0.411569], [1.421114, -3.063026, -1.036607], [0.001226, -2.615128, -0.314403], [1.964766, -0.962315, -1.423145], [1.553709, -0.487283, 0.212819], [0.104081, 0.592463, -1.607287], [-0.519047, -0.894156, -2.073271], [-2.041464, -0.238468, -0.599010], [-1.979863, 0.329762, 1.519714], [-0.276300, -0.066802, 1.598743], [-0.797575, 2.325316, 1.921401], [-1.308958, 2.617862, 0.340206], [1.632614, 2.036719, 1.546297]],
  "atomic_forces_ev_per_a": [[0.35, 0.63, 0.44], [-0.25, -1.24, -0.67], [-0.80, 1.88, -0.28], [-0.94, -0.50, -0.41], [0.31, -0.57, 0.07], [1.12, 1.18, 0.84], [0.05, 0.04, -0.11], [-0.14, 0.00, -0.12], [-0.26, -0.38, 0.07], [0.27, 0.23, -0.09], [-0.03, 0.08, 0.11], [0.46, -0.04, 0.28], [0.41, -0.75, 0.18], [0.13, -0.09, -0.34], [-0.02, -0.06, 0.04], [0.07, 0.42, 0.40], [-0.10, -0.18, 0.07], [-0.49, -0.62, -0.51], [-0.12, -0.04, 0.02]]
}

Record 5
{
  "formula": "C25H59BiGeO9P3SbSe4Te",
  "method": "ωB97M-V with the def2-TZVPD basis set",
  "homo_lumo_gap_ev": 5.656,
  "max_force_ev_per_a": 1.13,
  "relative_energy_kj_mol": 199.3,
  "spin_multiplicity": 1,
  "elements": ["Bi", "C", "C", "C", "O", "P", "O", "C", "P", "O", "O", "C", "C", "C", "O", "C", "C", "C", "O", "C", "C", "C", "H", "H", "H", "H", "H", "H", "H", "H", "H", "H", "H", "H", "H", "H", "H", "H", "H", "H", "H", "H", "H", "H", "H", "H", "H", "H", "H", "H", "H", "H", "Se", "Sb", "Se", "Se", "Se", "C", "C", "C", "C", "Ge", "C", "C", "C", "C", "H", "H", "H", "H", "H", "H", "H", "H", "H", "H", "H", "H", "H", "H", "H", "H", "H", "H", "H", "C", "C", "O", "P", "O", "Te", "O", "C", "C", "H", "H", "H", "H", "H", "H", "H", "H", "H", "H"],
  "positions_angstrom": [[-0.775413, 1.597633, -1.102251], [1.395157, 0.439511, 6.136935], [2.018295, -0.043282, 4.848145], [2.492717, -1.478735, 4.928966], [0.994216, 0.059662, 3.819950], [1.256605, 0.728609, 2.405740], [0.010463, 0.778687, 1.627116], [2.635053, -0.186037, 1.682763], [2.940613, 0.080431, -0.078027], [1.734381, 0.158839, -0.911956], [3.821620, 1.374214, -0.039740], [3.668331, 2.453606, -1.036712], [2.800316, 3.515151, -0.408177], [5.053185, 2.935594, -1.390944], [3.828747, -1.125842, -0.564334], [5.091843, -1.661912, -0.085094], [4.804693, -2.788511, 0.887523], [6.029221, -0.619057, 0.487487], [1.954694, 2.113166, 2.701189], [1.175498, 3.180423, 3.337215], [0.552167, 4.052123, 2.272561], [2.127838, 3.920802, 4.243491], [2.128834, 0.404460, 6.944172], [0.550861, -0.198170, 6.404461], [1.037164, 1.464471, 6.038366], [2.851779, 0.614286, 4.582031], [1.642205, -2.136798, 5.116814], [3.205147, -1.590442, 5.748280], [2.982729, -1.798575, 4.009108], [2.435318, -1.246419, 1.844032], [3.536439, 0.113807, 2.222451], [3.180558, 2.037907, -1.920123], [3.313529, 3.940304, 0.460717], [1.851904, 3.092127, -0.071884], [2.593295, 4.303513, -1.130634], [5.556544, 3.335782, -0.507559], [4.966643, 3.723666, -2.139337], [5.660126, 2.129654, -1.805916], [5.540323, -2.075862, -0.986261], [4.510873, -2.400472, 1.866552], [5.695507, -3.403536, 1.022708], [4.003810, -3.420826, 0.502959], [5.615868, -0.144442, 1.378873], [6.253216, 0.162013, -0.235795], [6.961262, -1.112066, 0.768672], [0.385704, 2.712147, 3.930045], [1.316753, 4.582325, 1.701611], [-0.102503, 4.785940, 2.746879], [-0.047122, 3.454097, 1.585472], [2.973893, 4.294979, 3.663346], [2.509701, 3.273289, 5.034332], [1.619656, 4.769632, 4.703336], [-0.866256, 4.134792, -6.283899], [0.500815, 3.824504, -4.395072], [0.214598, 1.171874, -3.566264], [-0.785948, 4.124105, -2.226057], [2.760041, 4.532888, -4.385210], [-5.009895, -3.116106, -3.770662], [-5.139314, -1.796278, -4.522031], [-4.987662, -0.584536, -3.603257], [-3.565737, -0.455837, -3.040693], [-3.311160, 1.142904, -1.946322], [-4.058792, 0.811260, -0.133729], [-5.557024, 0.486296, 0.042735], [-6.376291, 1.681186, 0.529599], [-6.493609, 2.790908, -0.512523], [-5.227972, -3.969528, -4.416362], [-5.703531, -3.149415, -2.925746], [-4.002652, -3.244323, -3.372775], [-6.116574, -1.754672, -5.011703], [-4.387273, -1.742493, -5.315151], [-5.715543, -0.668901, -2.791684], [-5.246057, 0.323618, -4.154828], [-2.858643, -0.422686, -3.875942], [-3.297211, -1.314952, -2.425506], [-4.152069, 2.260327, -2.603119], [-3.804756, 1.674765, 0.494147], [-3.445968, -0.010749, 0.249641], [-5.669508, -0.333544, 0.755887], [-5.993791, 0.135469, -0.895770], [-5.916924, 2.079574, 1.439828], [-7.377011, 1.337522, 0.805810], [-5.514984, 3.196229, -0.777496], [-7.107889, 3.617325, -0.149702], [-6.949455, 2.411982, -1.431616], [-1.801156, -5.499352, -2.721121], [-0.766148, -4.401927, -2.806534], [-1.233403, -3.280762, -2.027238], [-0.303157, -2.034051, -1.662986], [-1.119997, -1.062633, -0.881723], [0.613138, -1.330094, -3.822523], [0.870860, -2.679006, -0.833458], [0.653891, -2.962828, 0.582041], [-0.181942, -4.201177, 0.822146], [-1.482572, -6.351205, -3.322945], [-2.759699, -5.148298, -3.096258], [-1.937820, -5.827414, -1.690135], [-0.628963, -4.083309, -3.843965], [0.196746, -4.737999, -2.419568], [0.202461, -2.083878, 1.042509], [1.657747, -3.099707, 0.979119], [-1.213713, -4.054442, 0.507434], [-0.172765, -4.431633, 1.888997], [0.230312, -5.055638, 0.282153]],
  "atomic_forces_ev_per_a": [[-0.01, -0.04, -0.20], [-0.03, -0.02, 0.11], [-0.03, 0.09, -0.11], [-0.04, -0.07, 0.06], [0.12, -0.18, 0.16], [-0.19, -0.01, -0.33], [0.13, -0.12, 0.30], [-0.05, 0.01, 0.03], [-0.26, -0.02, -0.04], [0.01, -0.02, 0.06], [0.25, 0.20, -0.12], [-0.05, -0.03, -0.01], [0.09, 0.03, 0.09], [0.04, 0.01, 0.05], [0.30, -0.09, 0.05], [-0.13, 0.06, 0.01], [-0.04, -0.04, 0.06], [0.01, 0.05, 0.00], [0.05, 0.27, 0.14], [-0.01, -0.10, -0.09], [-0.04, 0.13, -0.05], [0.09, 0.07, 0.01], [-0.03, 0.00, -0.01], [0.01, 0.03, 0.00], [0.01, -0.02, -0.01], [-0.02, 0.01, -0.05], [0.03, 0.00, 0.00], [-0.02, 0.00, -0.03], [-0.01, 0.02, 0.01], [0.03, 0.07, -0.01], [0.01, -0.17, 0.06], [-0.05, -0.05, 0.04], [-0.04, -0.01, -0.05], [0.04, 0.00, -0.09], [-0.02, 0.03, -0.05], [-0.02, 0.00, -0.02], [0.01, 0.00, 0.00], [-0.04, 0.01, -0.02], [-0.02, -0.03, -0.07], [0.01, -0.02, -0.02], [-0.01, 0.03, 0.02], [0.04, -0.02, -0.01], [0.02, -0.02, 0.00], [-0.01, 0.01, -0.01], [-0.01, 0.01, -0.01], [-0.02, -0.07, 0.01], [-0.06, -0.03, 0.06], [0.03, 0.01, -0.03], [0.02, 0.00, 0.03], [-0.03, 0.01, 0.02], [-0.01, 0.01, -0.02], [0.02, -0.02, 0.00], [0.04, -0.20, 0.11], [-0.03, 1.12, -0.13], [-0.33, -0.82, 0.19], [0.21, 0.15, -0.27], [-0.08, -0.23, 0.16], [0.02, -0.05, -0.03], [-0.13, -0.01, 0.04], [0.20, 0.00, -0.05], [-0.02, -0.07, -0.20], [-0.57, -0.08, 0.51], [-0.01, -0.08, 0.05], [0.11, 0.15, -0.05], [-0.03, 0.01, -0.12], [0.02, -0.01, 0.04], [0.02, 0.02, 0.01], [0.00, -0.01, -0.03], [0.01, 0.00, 0.03], [0.01, 0.00, -0.01], [-0.01, 0.00, -0.01], [0.00, 0.00, 0.00], [0.02, 0.01, 0.00], [0.05, -0.02, 0.02], [-0.01, -0.03, 0.01], [0.29, 0.15, -0.05], [-0.01, 0.00, -0.01], [-0.02, -0.02, -0.01], [0.01, -0.01, 0.03], [-0.01, -0.05, 0.02], [-0.02, -0.02, 0.02], [-0.01, 0.02, 0.01], [-0.03, -0.01, 0.01], [0.01, -0.03, 0.00], [0.03, 0.01, 0.03], [0.02, 0.03, 0.04], [-0.05, 0.05, 0.08], [-0.10, -0.03, -0.25], [-0.76, 0.16, 0.28], [0.40, 0.00, -0.58], [0.19, -0.01, 0.03], [0.35, -0.32, 0.36], [0.06, 0.08, -0.14], [0.03, -0.01, -0.12], [0.00, 0.00, 0.02], [-0.04, 0.01, -0.04], [0.04, 0.00, -0.01], [-0.03, 0.06, 0.01], [0.06, 0.01, 0.07], [-0.02, 0.08, -0.02], [0.06, -0.02, -0.02], [-0.01, 0.02, 0.01], [-0.01, 0.01, -0.01], [0.01, 0.00, 0.03]]
}

Number 1 is which compound? C3H4FO2Si